(1)
8
Properties=species:S:1:pos:R:3:forces:R:3 method="wB97M-V/def2-TZVPD" e_tot_ha=-245.719722 relative_energy_kj_mol=204.46 multiplicity=1 charge=-1 max_force_ev_per_a=1.6
O 2.3177 -0.3056 -1.8955 0.6 0.6 1.0
H 1.7742 -0.9188 -2.3558 -0.7 -0.7 -0.6
C -0.3559 -0.0342 0.8416 -0.3 -0.5 0.7
N -1.7127 -0.6150 1.0863 0.4 0.7 -1.4
O -0.4745 1.0791 0.3371 0.3 0.2 -0.4
H 1.9028 -0.2646 -1.0105 0.0 0.2 -0.3
H -2.3026 0.1572 0.7629 -0.5 -0.2 0.4
H -1.9570 -0.9546 1.9932 0.2 -0.2 0.6


(2)
8
Properties=species:S:1:pos:R:3:forces:R:3 method="wB97M-V/def2-TZVPD" e_tot_ha=-245.730757 relative_energy_kj_mol=175.49 multiplicity=1 charge=-1 max_force_ev_per_a=1.1
O -0.8749 1.8434 -1.3524 -0.5 0.4 0.2
H -0.3758 1.0258 -1.3756 0.5 -0.6 -0.3
C 0.6172 -0.6438 0.0437 0.4 -0.3 0.0
N 0.1333 -1.8569 0.6341 -0.4 -0.5 0.8
O 0.3379 0.3441 0.7298 -0.3 0.5 0.1
H -0.9532 1.8933 -0.3902 0.0 0.2 0.0
H -0.2503 -1.6925 1.5773 0.0 0.3 -0.2
H 0.7824 -2.6266 0.7217 0.2 0.0 -0.7


(3)
8
Properties=species:S:1:pos:R:3:forces:R:3 method="wB97M-V/def2-TZVPD" e_tot_ha=-245.146892 relative_energy_kj_mol=878.71 multiplicity=1 charge=+1 max_force_ev_per_a=4.7
C -0.2238 0.3019 -0.3485 0.3 3.9 -2.7
N 0.4277 -0.4770 0.6765 1.2 -2.6 -0.6
O -1.1482 -0.1267 -1.2226 0.6 -2.2 -0.8
O -1.4625 0.7827 -0.1549 -0.2 1.1 1.8
H 0.7166 1.7996 -1.6201 -0.5 -1.3 1.3
H 1.3243 -0.0730 1.0932 -1.6 -0.4 -0.5
H 0.6505 -1.4261 0.2463 0.4 1.2 0.3
H -0.2845 -0.7814 1.3301 -0.3 0.4 1.2


(4)
8
Properties=species:S:1:pos:R:3:forces:R:3 method="wB97M-V/def2-TZVPD" e_tot_ha=-245.181122 relative_energy_kj_mol=788.84 multiplicity=1 charge=+1 max_force_ev_per_a=7.2
C -1.2338 0.0949 0.0221 -1.4 -2.3 0.4
N 0.0058 0.5894 -0.0855 6.6 -3.0 0.0
O 2.2589 0.2090 -0.0699 1.1 0.7 -0.1
O 1.0816 -0.4138 -0.0944 -6.4 2.7 0.4
H -1.7316 0.9326 0.4814 -0.8 0.3 0.3
H -1.5402 -0.9475 0.3297 1.1 0.8 0.5
H -1.6412 0.0032 -0.9727 -0.4 0.7 -1.4
H 2.8005 -0.4678 0.3892 0.2 0.2 -0.1


(5)
8
Properties=species:S:1:pos:R:3:forces:R:3 method="wB97M-V/def2-TZVPD" e_tot_ha=-245.204868 relative_energy_kj_mol=726.49 multiplicity=1 charge=+1 max_force_ev_per_a=3.4
C 1.0956 -0.1218 -0.0907 0.9 -1.3 1.1
N -0.2379 0.0570 0.2303 -1.5 -0.7 -0.9
O -2.3012 0.2667 -0.0597 0.2 0.3 1.7
O -1.1167 -0.0113 -0.6930 2.8 0.1 2.0
H 1.5836 0.6486 0.5229 0.2 0.2 -0.4
H 1.5961 -1.0879 0.3367 -1.4 1.2 -0.2
H 1.2230 -0.1512 -1.1231 0.8 0.3 -1.8
H -1.8425 0.3999 0.8767 -2.1 0.0 -1.4


(6)
9
Properties=species:S:1:pos:R:3:forces:R:3 method="wB97M-V/def2-TZVPD" e_tot_ha=-644.005291 relative_energy_kj_mol=72.43 multiplicity=1 charge=-1 max_force_ev_per_a=2.7
N 0.3256 -1.2427 -0.6286 -0.7 0.0 -0.1
C -0.8586 -0.4342 -0.8374 1.9 1.8 0.8
O -1.9179 -1.0321 -0.9356 -0.9 -0.4 -0.3
O -0.6254 0.8411 -0.7849 -0.4 -1.3 -0.3
H 0.1194 -2.2268 -0.7808 0.5 0.4 -0.2
H 1.2022 -0.8563 -0.9619 -0.4 -0.2 0.1
S 0.6750 1.1876 2.0462 -0.6 -0.5 -0.4
H 1.1038 2.4251 2.0548 0.3 0.8 0.1
H -0.0240 1.3383 0.8283 0.4 -0.5 0.3


(7)
10
Properties=species:S:1:pos:R:3:forces:R:3 method="wB97M-V/def2-TZVPD" e_tot_ha=-719.143261 relative_energy_kj_mol=178.25 multiplicity=1 charge=-1 max_force_ev_per_a=4.6
C -1.1367 -0.0543 0.1293 -0.8 -2.3 2.7
N 2.7986 -0.3160 -0.3659 -1.4 1.8 -2.0
O 1.3257 1.6087 -0.1806 -0.5 0.8 -1.0
O 0.0742 -0.4610 0.7596 0.1 -0.3 -0.7
O -1.2715 1.2679 0.0875 3.1 3.1 -1.6
S 1.7326 0.3717 0.5101 0.3 -0.6 1.9
H -1.9823 -0.4742 0.8114 1.0 0.3 -1.0
H -1.2594 -0.4525 -0.8498 0.2 -1.0 -1.2
H 3.0213 -1.1564 0.0516 0.9 -2.2 1.4
H -0.2359 1.4894 -0.3033 -2.9 0.4 1.5


(8)
10
Properties=species:S:1:pos:R:3:forces:R:3 method="wB97M-V/def2-TZVPD" e_tot_ha=-719.058788 relative_energy_kj_mol=400.03 multiplicity=1 charge=-1 max_force_ev_per_a=4.2
C -0.7594 -0.8345 -0.2959 -3.0 0.7 -2.0
N -0.1482 0.7625 -1.7599 -0.5 1.3 -1.1
O 2.3138 0.6213 1.6003 -2.1 0.2 0.0
O -0.0190 0.2646 2.5137 1.1 0.5 -0.9
O 0.2137 0.0261 -0.6104 3.9 1.4 0.9
S 0.8659 0.9763 1.5597 0.8 -0.7 0.5
H -0.4179 -1.7642 -0.0119 1.0 -2.0 1.1
H -1.2233 -0.9145 -1.2826 -0.8 -0.8 0.1
H -1.5242 -0.4301 0.3597 -0.1 0.1 0.6
H 0.6986 1.2928 -2.0728 -0.3 -0.8 0.9


(9)
11
Properties=species:S:1:pos:R:3:forces:R:3 method="wB97M-V/def2-TZVPD" e_tot_ha=-737.574794 relative_energy_kj_mol=278.00 multiplicity=1 charge=0 max_force_ev_per_a=3.5
C -1.1549 1.4816 0.5082 -0.4 1.3 1.1
N 0.8370 -1.9874 -0.5283 -0.1 0.2 1.7
O 2.0612 0.6490 0.3292 0.7 -0.2 0.0
O -0.3049 1.7249 -0.6101 1.0 -1.1 0.0
O -0.3852 0.4450 1.0769 -0.6 -1.5 2.2
O 0.3795 -0.7497 -1.1158 0.0 1.6 1.3
P 0.6840 0.4630 -0.0549 -1.4 1.3 -2.9
H -1.1405 2.3646 1.2750 -0.4 -1.4 -1.7
H -2.1634 1.0733 0.2538 0.7 0.7 0.0
H 1.5642 -2.2561 -1.1690 0.7 -0.1 0.2
H 1.2362 -1.7310 0.4339 -0.2 -0.9 -1.9


(10)
9
Properties=species:S:1:pos:R:3:forces:R:3 method="wB97M-V/def2-TZVPD" e_tot_ha=-909.955971 relative_energy_kj_mol=128.52 multiplicity=1 charge=0 max_force_ev_per_a=5.5
C -0.5428 -0.9953 0.0119 -0.1 -0.6 0.0
N 0.5804 1.4334 0.1906 2.4 1.5 4.7
O 0.8320 -1.0815 0.2170 2.2 0.5 0.5
P -0.9828 0.9116 -0.0447 -1.7 -1.4 1.2
S 1.6593 0.2290 -0.3399 0.2 0.6 -0.2
H -0.7014 -1.6106 -0.8946 -0.9 0.7 0.1
H -0.8181 -1.5587 0.8957 -1.3 0.2 0.0
H 0.7538 1.8063 1.3222 -0.5 -1.6 -4.2
H -0.7804 0.8657 -1.3581 -0.2 0.1 -2.3


(11)
9
Properties=species:S:1:pos:R:3:forces:R:3 method="wB97M-V/def2-TZVPD" e_tot_ha=-909.840256 s2=2.01 relative_energy_kj_mol=264.87 multiplicity=3 charge=0 max_force_ev_per_a=5.2
C -0.4139 0.0430 0.0320 0.4 1.5 3.7
N 0.5207 -0.8289 -0.2868 1.5 0.4 2.6
O -1.2540 0.4733 -0.6637 -2.3 0.7 -2.6
P -0.3957 0.5874 1.8671 -0.5 -0.5 0.0
S 0.6653 -1.6461 -1.8108 0.7 -1.7 -4.9
H 1.2406 -0.9946 0.4093 0.0 -0.4 0.3
H 0.6036 1.5221 1.7004 0.9 0.3 -0.1
H -1.3170 1.5742 1.5479 -0.6 0.3 0.2
H 0.3506 -0.7304 -2.7954 -0.2 -0.6 0.7


(12)
8
Properties=species:S:1:pos:R:3:forces:R:3 method="wB97M-V/def2-TZVPD" e_tot_ha=-568.588953 relative_energy_kj_mol=424.75 multiplicity=1 charge=-1 max_force_ev_per_a=2.5
C 0.9032 0.3306 -0.0554 0.1 -0.3 2.5
N -0.0686 -0.7254 0.0542 -1.0 0.8 -2.0
O -2.1325 0.6148 -0.3506 0.2 1.2 0.7
S -0.1804 -1.7192 1.2398 0.2 -0.6 1.3
H 0.4578 1.3231 0.0553 -0.2 -0.3 -0.2
H 1.6384 0.1881 0.7786 -0.1 0.3 -0.6
H 1.3639 0.2198 -1.0008 0.7 0.1 -1.1
H -1.9818 -0.2319 -0.7212 0.1 -1.4 -0.6